Record 1
C12H22AuBrN5S2 | ωB97M-V/def2-TZVPD

XYZ file:
```
43
Properties=species:S:1:pos:R:3
Au -1.23792 -1.40048 0.69741
C 1.29780 -3.69047 -3.80190
C 0.32422 -3.81313 -2.66657
C -0.41077 -4.97671 -2.43853
C -1.30625 -5.05626 -1.37799
C -1.43008 -3.95269 -0.57925
Br -2.62140 -3.89701 0.90488
N -0.74361 -2.83034 -0.76297
C 0.12041 -2.75771 -1.78871
H 1.29951 -4.58798 -4.41438
H 2.30977 -3.52821 -3.42806
H 1.05441 -2.83688 -4.43528
H -0.28443 -5.82758 -3.09673
H -1.88523 -5.95019 -1.18776
H 0.66354 -1.83028 -1.90877
C 4.13573 2.78883 1.00826
C 2.68526 3.24030 0.99611
N 1.79438 2.05106 0.98380
C 0.74327 1.80192 0.22841
S 0.53795 0.07724 -0.16709
N -0.06441 2.67765 -0.31670
C -0.13379 4.15023 -0.14628
C 0.20212 4.88075 -1.43587
H 4.78523 3.65725 0.91902
H 4.34648 2.10941 0.18148
H 4.38951 2.28302 1.94148
H 2.47677 3.86261 0.12949
H 2.47558 3.82078 1.89610
H 2.20244 1.24087 1.43374
H -0.73681 2.30204 -0.97229
H 0.50057 4.45637 0.67788
H -1.16497 4.37000 0.13075
H 1.22709 4.68605 -1.75535
H 0.09674 5.95225 -1.27414
H -0.46749 4.59162 -2.24603
N -4.38950 -0.82126 2.89351
C -3.13260 -0.87459 3.27293
N -2.75046 -1.50913 4.35674
S -1.91618 0.05448 2.36083
H -5.13782 -1.21927 3.44974
H -4.66054 -0.26590 2.09564
H -3.41215 -1.92971 4.99963
H -1.78235 -1.49896 4.64281
```

## Properties
Total charge: +3
Spin multiplicity: 1
LUMO: -12.95 eV
Energy relative to the best compared isomer or geometry (same formula, charge and spin): 36.2 kJ/mol

Atom charges from the natural (NBO) analysis, given in e for atoms 1 to 2: atom 1 (Au): 0.969, atom 2 (C): -0.652

***

Record 2
C12H22BF3NO4 | ωB97M-V/def2-TZVPD

XYZ file:
```
43
Properties=species:S:1:pos:R:3
C 0.53271 -0.11776 0.18687
C -0.65803 0.80732 -0.03343
O -1.37348 0.59746 -1.25269
C -1.62540 -0.71080 -1.62694
C -2.39257 -1.56161 -0.65529
N -2.35766 -2.83949 -0.79192
C -3.07918 -3.60918 0.23039
C -3.72215 -2.50778 1.08897
C -3.24006 -1.14029 0.45700
B -4.61540 -0.45175 -0.02433
C -5.42035 -1.00687 -1.24398
O -5.10433 0.61455 0.65909
H 0.95791 -0.51851 -0.72954
H 0.23233 -0.94017 0.83987
H 1.32911 0.38735 0.72716
H -1.32861 0.77626 0.82585
H -0.31271 1.83556 -0.08491
H -0.72242 -1.25684 -1.91738
H -2.25465 -0.65763 -2.52132
H -1.86115 -3.32134 -1.53257
H -2.30441 -4.09636 0.82349
H -3.71862 -4.39361 -0.15701
H -3.39033 -2.58365 2.11763
H -4.80426 -2.62000 1.08676
H -2.73324 -0.58217 1.23690
H -4.86190 -1.71990 -1.85113
H -5.75726 -0.17539 -1.86076
H -6.31660 -1.51630 -0.88760
H -4.97334 0.57422 1.61247
C 6.15854 4.16746 1.06022
C 5.12134 3.69573 0.06716
O 5.36710 2.32966 -0.34308
C 4.95554 1.38501 0.48107
O 4.39005 1.54004 1.52431
C 5.27163 0.00260 -0.12064
F 6.50960 -0.06088 -0.60167
F 4.42094 -0.28569 -1.12151
F 5.13766 -0.95508 0.79274
H 7.16051 4.04770 0.64883
H 5.99849 5.22034 1.28877
H 6.10220 3.60083 1.98858
H 5.17111 4.27173 -0.85341
H 4.11135 3.77524 0.46697
```

## Properties
Total charge: +1
Spin multiplicity: 1
LUMO: -3.85 eV

Atom charges from the natural (NBO) analysis, given in e for atoms 1 to 2: atom 1 (C): -0.665, atom 2 (C): -0.073

***

Record 3
C12H22Br8Cl6O2Sr2 | ωB97M-V/def2-TZVPD

XYZ file:
```
52
Properties=species:S:1:pos:R:3
Sr -3.35326 -0.46654 2.56363
Sr -3.90574 3.27192 1.01615
O -2.41175 1.21190 0.55946
C -0.99581 1.16591 0.61757
C -0.31428 -0.22920 1.16461
O -0.86870 -0.85525 2.31325
H -0.50419 1.97527 1.15733
H -0.65591 1.41012 -0.38888
H 0.74137 0.00585 1.30047
H -0.42489 -0.93456 0.34100
Br -5.34921 -0.15481 -0.30192
C -4.11084 -1.28472 -1.42886
C -4.03474 -2.75512 -0.98787
Br -3.34919 -3.03036 0.83845
H -3.12131 -0.82807 -1.40849
H -4.52875 -1.19289 -2.43137
H -3.35704 -3.29938 -1.64559
H -5.04332 -3.14550 -1.12376
Br 2.44336 -4.93594 1.10069
C 0.89290 -3.72535 1.46736
C 0.13657 -4.30922 2.71123
Br -0.81787 -5.99499 2.17306
H 0.14102 -3.63133 0.68382
H 1.20101 -2.73487 1.80218
H -0.62066 -3.54975 2.90593
H 0.75305 -4.47936 3.59391
Br 2.15579 2.19189 -2.22657
C 3.85851 2.45190 -1.24413
C 3.62895 2.49274 0.24027
Br 2.65452 4.19378 0.72073
H 4.26199 3.37235 -1.66613
H 4.56829 1.71115 -1.61237
H 4.61519 2.52824 0.70305
H 3.02512 1.62483 0.50527
Br -0.81409 3.11042 -5.59495
C -1.58319 4.21851 -4.10957
C -0.89556 3.76335 -2.84434
Br -1.53530 4.79694 -1.32248
H -2.63693 3.97241 -3.97856
H -1.32652 5.25646 -4.32140
H 0.17399 3.97216 -2.86818
H -0.91093 2.69102 -2.64948
C 1.83882 -0.13743 4.79470
Cl 2.39775 -1.84040 4.81524
Cl 3.13783 0.68964 3.90741
Cl 1.71398 0.55005 6.42422
H 0.88246 -0.10286 4.27290
C 2.44631 -1.92243 -2.12522
Cl 3.30959 -0.97184 -3.38148
Cl 0.71586 -1.63455 -2.31613
Cl 3.08534 -1.50264 -0.48606
H 2.69019 -2.97959 -2.23027
```

## Properties
Total charge: +2
Spin multiplicity: 1
LUMO: -8.68 eV
Energy relative to the best compared isomer or geometry (same formula, charge and spin): 211.2 kJ/mol

Atom charges from the Mulliken analysis, given in e for atoms 1 to 2: atom 1 (Sr): 1.372, atom 2 (Sr): 1.705

***

Record 4
C12H22ClFNO6PS2 | ωB97M-V/def2-TZVPD

XYZ file:
```
46
Properties=species:S:1:pos:R:3
O 3.89373 0.51706 -1.44629
C 3.94595 1.72907 -1.43272
N 3.99213 2.57915 -2.61286
C 3.09182 3.72022 -2.28479
C 2.67309 3.55831 -0.82390
F 2.60287 4.74997 -0.16347
C 3.80012 2.68912 -0.25444
P 3.57154 2.13824 1.48364
O 4.92773 1.21529 1.63945
Cl 2.18615 0.67664 1.10137
H 4.94275 2.90448 -2.69763
H 3.59046 4.66660 -2.41513
H 2.25219 3.63043 -2.95153
H 1.75077 3.00677 -0.70815
H 4.68210 3.32529 -0.27798
H 5.68295 1.78608 1.50023
C -3.90152 0.69571 1.82701
C -3.06637 0.28041 3.04536
C -1.61113 0.15480 2.57850
S -1.42777 1.29316 1.20254
O -1.15968 0.54425 0.00063
O -0.58084 2.39715 1.57975
C -3.13336 1.83507 1.16361
H -4.90589 1.00685 2.11016
H -3.98779 -0.14505 1.13679
H -3.14253 1.04548 3.82081
H -3.41850 -0.65670 3.47234
H -0.89513 0.43030 3.34826
H -1.39525 -0.84146 2.20103
H -3.42343 2.01921 0.13226
H -3.19596 2.75537 1.74304
C 0.01529 -3.50481 -1.47618
C -0.63489 -4.87895 -1.25222
C -1.87821 -4.65909 -0.37906
S -2.44067 -2.98755 -0.73404
O -2.28827 -2.18400 0.45089
O -3.69683 -3.03054 -1.43744
C -1.12047 -2.56175 -1.85950
H 0.77999 -3.53838 -2.24947
H 0.48659 -3.16059 -0.55369
H -0.92915 -5.30500 -2.21281
H 0.05260 -5.57888 -0.78090
H -2.68405 -5.35054 -0.60804
H -1.64202 -4.70462 0.68175
H -0.88187 -1.50696 -1.73757
H -1.47925 -2.75556 -2.86960
```

## Properties
Spin multiplicity: 1
SMILES: O=C1NC[C@H](F)[C@H]1P(O)Cl.O=S1(=O)CCCC1.O=S1(=O)CCCC1
LUMO: 0.44 eV
Energy relative to the best compared isomer or geometry (same formula, charge and spin): 27.9 kJ/mol

Atom charges from the natural (NBO) analysis, given in e for atoms 1 to 2: atom 1 (O): -0.485, atom 2 (C): 0.704

***

Record 5
C12H22FIO4S | ωB97M-V/def2-TZVPD

XYZ file:
```
41
Properties=species:S:1:pos:R:3
C -2.92424 -0.59472 -1.54477
C -1.42144 -1.01030 -1.54618
C -0.39774 0.18049 -1.66167
C -1.04162 1.58095 -1.84644
C 0.68009 0.14655 -0.51440
C 1.59376 -1.10860 -0.72812
F 1.67613 -1.92765 0.39052
C 3.04214 -0.81807 -1.18879
C 3.97559 -0.29449 -0.02341
O 1.50430 1.30461 -0.88933
S 1.79604 2.32365 0.38509
O 3.19931 2.68817 0.61762
O 0.96750 3.53080 0.19960
O 1.29869 1.26560 1.55829
C 0.22037 0.53531 0.91756
C -0.46299 -0.50382 1.82882
C -1.56875 0.10147 2.76470
C -2.88556 -0.74110 2.58885
I -2.68355 -2.64427 3.64737
H -3.20087 0.13881 -0.76906
H -3.16551 -0.12310 -2.52063
H -3.55957 -1.50020 -1.49868
H -1.25205 -1.65975 -0.66662
H -1.28379 -1.66768 -2.43008
H 0.18814 -0.00996 -2.58676
H -0.31303 2.34985 -2.16749
H -1.50848 1.98180 -0.92504
H -1.81726 1.57251 -2.63679
H 1.13245 -1.73027 -1.52286
H 3.46822 -1.80500 -1.47297
H 3.10851 -0.19737 -2.09736
H 3.30529 -0.10660 0.83942
H 4.72969 -1.03701 0.27101
H 4.41451 0.68031 -0.28878
H -0.51745 1.35855 0.75996
H -0.86312 -1.38078 1.29422
H 0.32792 -0.90262 2.49953
H -1.73251 1.18331 2.61044
H -1.26534 -0.04518 3.82047
H -3.02456 -0.92181 1.50921
H -3.73920 -0.19239 3.02354
```

## Properties
Spin multiplicity: 1
LUMO: 0.21 eV

Atom charges from the natural (NBO) analysis, given in e for atoms 1 to 2: atom 1 (C): -0.615, atom 2 (C): -0.414

***

Record 6
C12H22FN2O8S | ωB97M-V/def2-TZVPD

XYZ file:
```
46
Properties=species:S:1:pos:R:3
C 2.10055 -0.09453 0.36516
C 1.69199 1.23451 -0.28873
C 0.24452 1.14354 -0.67894
O -0.13490 2.23555 -1.51253
C -1.51397 2.51307 -1.46486
C -2.40400 1.27784 -1.59615
O -3.25820 1.53956 -2.78319
S -4.74704 1.95804 -2.42738
O -5.03216 3.33009 -2.58069
O -5.59083 1.04950 -3.09576
O -4.64093 1.70984 -0.81987
C -3.45875 0.99472 -0.53814
C -3.11036 1.17940 0.92464
N -2.79476 2.57436 1.26358
C -3.80766 -0.53478 -0.69621
O -4.00615 -1.02298 -1.77771
N -3.93811 -1.34000 0.49006
C -4.42518 -2.63102 0.13326
O -5.58707 -2.93644 0.14778
F -3.47300 -3.49349 -0.17110
H 1.52779 -0.89126 -0.10126
H 3.16051 -0.30203 0.28160
H 1.80950 -0.08850 1.40258
H 2.26105 1.38954 -1.18850
H 1.85084 2.02457 0.42924
H -0.38600 1.07262 0.20595
H 0.14998 0.23334 -1.26236
H -1.72798 3.09075 -0.57482
H -1.73407 3.13998 -2.30957
H -1.92992 0.35102 -1.85974
H -3.99878 0.89239 1.47172
H -2.32119 0.52544 1.25757
H -3.65448 3.10411 1.21982
H -2.55539 2.58858 2.24484
H -3.03081 -1.47398 0.92938
C 5.69801 -3.22235 2.17088
C 5.67916 -2.14506 1.06176
C 7.14454 -1.76201 0.75028
O 4.98550 -1.05604 1.47686
H 6.14987 -2.82861 3.08434
H 4.68154 -3.54880 2.40206
H 6.27339 -4.11490 1.86726
H 5.30369 -2.66979 0.13991
H 7.62836 -1.33622 1.63242
H 7.18245 -1.02372 -0.05361
H 7.73844 -2.63586 0.42818
```

## Properties
Total charge: -1
Spin multiplicity: 1
LUMO: 1.67 eV

Atom charges from the natural (NBO) analysis, given in e for atoms 1 to 2: atom 1 (C): -0.615, atom 2 (C): -0.414

***

| no. | HOMO level (eV) |
| --- | --- |
| 1 | -18.5 |
| 2 | -13.2 |
| 3 | -13.2 |
| 4 | -8.9 |
| 5 | -9.8 |
| 6 | -2.7 |